The following is a quantum chemistry calculation of a 2-piece molecular cluster, C4H14NO overall in a non-equilibrium geometry, from OMol25.

Calculated values
- max |F| (eV/Å) = 1.44
- E_HOMO (eV) = -16.3
- net charge = +1
- Kohn-Sham gap (Ha) = 0.4900
- relative energy (zero: lowest compared OMol25 entry of this formula, charge and spin) (kJ/mol) = 33.97

```
20
Properties=species:S:1:pos:R:3:forces:R:3:nbo_charge:R:1
C -1.76343 1.26759 0.26691 0.4 -0.1 -0.9 -0.629
C -0.24232 1.11077 0.11807 -0.4 0.3 0.6 -0.041
N 0.17240 0.01642 -0.85075 0.2 -0.9 -1.0 -0.532
C -0.85784 -0.98907 -1.32470 -0.2 1.4 0.2 -0.410
C 0.38946 0.82314 1.48202 0.4 0.2 -0.8 -0.624
H -2.19172 0.56297 0.95824 -0.1 -0.3 0.3 0.225
H -1.96061 2.27243 0.61938 -0.1 0.1 0.1 0.252
H -2.26470 1.14263 -0.69736 -0.1 0.3 0.2 0.219
H 0.13366 2.04363 -0.30464 0.2 -0.2 0.0 0.222
H 0.93345 -0.56528 -0.45098 -0.1 0.1 0.2 0.474
H 0.58686 0.40159 -1.70505 -0.2 0.3 0.3 0.428
H -1.23521 -1.49662 -0.45665 0.0 -0.6 0.1 0.232
H -0.40853 -1.60101 -2.08793 0.2 -0.5 0.1 0.237
H -1.67238 -0.43227 -1.77603 0.0 -0.1 -0.1 0.227
H -0.01840 -0.11260 1.86162 -0.1 0.2 0.4 0.223
H 1.47684 0.72935 1.41136 0.0 0.0 -0.1 0.209
H 0.22060 1.68146 2.12704 -0.3 -0.2 0.3 0.253
H 2.51483 -1.41903 1.03061 -0.3 -0.2 -0.4 0.499
H 2.24429 -2.70927 0.24437 -0.1 0.0 -0.1 0.510
O 1.96590 -1.78824 0.31517 0.4 0.2 0.5 -0.974
```
Forces are in eV/Å.

The following is a quantum chemistry calculation of a 2-piece molecular cluster, C4H14NO2 overall in a non-equilibrium geometry, from OMol25.

Calculated values
- max |F| (eV/Å) = 2.23
- E_HOMO (eV) = -13.6
- net charge = +1
- Kohn-Sham gap (Ha) = 0.3811
- relative energy (zero: lowest compared OMol25 entry of this formula, charge and spin) (kJ/mol) = 170.27

```
21
Properties=species:S:1:pos:R:3:forces:R:3:nbo_charge:R:1
O 1.04699 0.36219 -1.35554 0.2 0.7 -0.2 -0.747
C 0.76525 0.33501 0.02660 -1.3 0.0 -0.5 -0.075
C -0.78403 0.26173 0.20628 0.7 -2.1 0.2 -0.245
N -1.52721 -0.34510 -0.97018 0.7 0.4 -0.5 -0.505
C -1.02580 -1.68922 -1.59221 -0.6 1.1 1.0 -0.200
C -0.73477 -2.72234 -0.48135 0.4 0.9 -1.8 -0.644
H 1.77358 0.95765 -1.57386 0.0 -0.1 0.1 0.508
H 1.06067 1.20108 0.61436 0.5 0.1 -0.2 0.212
H 1.18997 -0.57406 0.44401 0.2 0.1 0.2 0.183
H -1.29288 1.17122 0.49620 0.0 0.1 0.0 0.236
H -0.85470 -0.53066 0.94799 -0.6 0.5 0.6 0.225
H -2.50844 -0.48111 -0.72824 0.1 0.2 0.2 0.432
H -1.49224 0.38002 -1.68915 -0.1 -0.3 -0.3 0.438
H -0.16529 -1.39588 -2.18169 0.2 -0.3 0.1 0.252
H -1.83989 -1.93319 -2.27207 0.0 -0.4 0.1 0.220
H -0.74502 -3.65166 -1.04773 -0.1 -0.4 0.7 0.259
H -1.41839 -2.67929 0.35729 -0.3 -0.3 -0.1 0.226
H 0.28237 -2.53626 -0.15381 0.1 -0.2 0.3 0.226
H 3.48455 4.90692 3.48542 0.0 0.3 -0.3 0.475
H 1.96858 4.57272 3.53763 -0.2 0.3 -0.3 0.466
O 2.81670 4.39022 3.93007 0.2 -0.6 0.5 -0.941
```
Forces are in eV/Å.

The following is a quantum chemistry calculation of a 2-piece molecular cluster, C4H14NO2 overall in a non-equilibrium geometry, from OMol25.

Calculated values
- max |F| (eV/Å) = 1.85
- E_HOMO (eV) = -14.8
- net charge = +1
- Kohn-Sham gap (Ha) = 0.4381
- relative energy (zero: lowest compared OMol25 entry of this formula, charge and spin) (kJ/mol) = 74.46

```
21
Properties=species:S:1:pos:R:3:forces:R:3:nbo_charge:R:1
C -0.87998 -0.85974 1.29796 0.6 -1.7 0.5 -0.665
C 0.10656 -0.66008 0.17177 -0.2 1.7 0.1 -0.041
C 1.41826 -0.00176 0.66062 -0.4 -0.2 -0.8 0.073
C 1.29832 1.25820 1.50750 -1.3 -0.7 0.5 -0.653
O 2.09040 0.33749 -0.56942 0.7 -0.4 0.7 -0.746
N -0.47652 0.34553 -0.84714 -0.1 -0.7 0.0 -0.691
H -0.41838 -1.64035 1.92251 0.0 0.3 0.2 0.253
H -1.00576 0.01189 1.92747 -0.2 0.2 -0.1 0.233
H -1.82731 -1.34501 1.06370 -0.1 0.5 -0.5 0.247
H 0.38394 -1.53075 -0.40540 -0.2 -0.3 0.1 0.236
H 1.94851 -0.80349 1.17545 0.2 0.1 0.2 0.204
H 0.90140 1.05211 2.50584 0.7 -0.3 0.2 0.235
H 2.27175 1.72229 1.53141 0.0 0.4 0.2 0.248
H 0.49616 1.93509 1.18744 0.5 0.2 -0.7 0.203
H 3.04302 0.29899 -0.36501 -0.5 0.2 -0.5 0.499
H 0.06941 1.19895 -0.78705 0.0 0.3 -0.3 0.449
H -0.51406 0.00079 -1.80503 0.5 0.0 -0.2 0.467
H -1.46414 0.51059 -0.70335 -0.3 0.3 0.5 0.439
H -2.07278 -1.22871 -3.39820 0.1 0.0 -0.1 0.492
H -3.13997 -0.20199 -3.13860 -0.4 0.3 -0.1 0.499
O -2.22880 -0.40006 -2.93245 0.4 -0.3 0.1 -0.983
```
Forces are in eV/Å.

The following is a quantum chemistry calculation of a 3-piece molecular cluster, C4H14NO2 overall in a non-equilibrium geometry, from OMol25.

Calculated values
- max |F| (eV/Å) = 1.57
- E_HOMO (eV) = -14.2
- net charge = +1
- Kohn-Sham gap (Ha) = 0.4090
- relative energy (zero: lowest compared OMol25 entry of this formula, charge and spin) (kJ/mol) = 134.63

```
21
Properties=species:S:1:pos:R:3:forces:R:3:nbo_charge:R:1
C -1.08007 1.81986 0.80252 0.1 -1.4 -0.8 -0.601
C -0.52951 0.55042 1.47658 0.3 -0.8 1.1 -0.468
C 0.73930 0.04295 0.81504 -0.9 0.8 0.0 0.139
C 1.96398 0.33076 1.19577 0.9 0.3 -0.5 -0.352
N 0.44420 -0.47035 -0.52242 0.2 -0.7 -1.2 -0.729
H -2.11440 1.94921 1.08554 0.0 0.8 0.6 0.246
H -0.40244 2.66663 0.82974 -0.3 0.2 0.5 0.232
H -1.22545 1.58872 -0.25973 0.2 0.1 -0.2 0.179
H -0.24576 0.61821 2.53021 0.0 0.9 0.0 0.242
H -1.32348 -0.20266 1.59770 0.2 0.0 -0.8 0.237
H 2.17597 0.85004 2.12233 -0.3 -0.2 0.1 0.240
H 2.83389 0.22219 0.54133 -0.3 -0.4 0.2 0.219
H 1.19830 -0.75181 -1.15536 0.6 0.2 0.7 0.437
H 0.01533 0.26125 -1.09605 -0.5 -0.1 0.1 0.464
H -0.15806 -1.32331 -0.48739 -0.1 0.6 0.6 0.467
H -1.14714 -3.21242 -0.41200 -0.1 -0.5 0.7 0.500
H -0.79853 -3.19553 1.16665 -0.1 -0.1 -0.7 0.516
O -0.98242 -2.66790 0.37068 0.1 0.3 -0.2 -0.980
H 0.41754 -0.36795 -3.78234 0.2 -0.7 0.1 0.489
H 0.02090 1.01253 -3.71072 -0.2 0.5 0.5 0.499
O 0.19783 0.27915 -3.10811 0.0 0.2 -0.8 -0.976
```
Forces are in eV/Å.

The following is a quantum chemistry calculation of a 3-piece molecular cluster, C4H14NO2 overall in a non-equilibrium geometry, from OMol25.

Calculated values
- max |F| (eV/Å) = 2.68
- E_HOMO (eV) = -14.2
- net charge = +1
- Kohn-Sham gap (Ha) = 0.4098
- relative energy (zero: lowest compared OMol25 entry of this formula, charge and spin) (kJ/mol) = 152.22

```
21
Properties=species:S:1:pos:R:3:forces:R:3:nbo_charge:R:1
C 2.04223 0.93179 2.50490 -0.2 1.3 -0.8 -0.601
C 1.55170 -0.36780 1.84382 1.2 -0.4 1.8 -0.462
C 0.49851 -0.12621 0.82867 0.5 -0.2 0.4 -0.124
C 0.80743 -0.09772 -0.44868 -0.4 0.3 -0.5 -0.085
N -0.18992 0.25791 -1.48086 -0.8 -1.6 0.2 -0.716
H 1.45471 1.33708 3.31681 -0.5 -0.4 0.3 0.219
H 1.98116 1.73506 1.75869 0.4 -0.1 0.0 0.201
H 3.06359 0.90426 2.87685 0.1 -0.4 -0.2 0.236
H 1.25249 -1.00329 2.68004 -0.6 -0.2 -0.3 0.238
H 2.45989 -0.86943 1.50393 -0.3 0.0 -0.8 0.230
H -0.49176 0.05934 1.23285 -0.1 0.3 -0.3 0.222
H 1.72060 -0.45463 -0.88936 0.3 0.2 0.1 0.230
H -0.99138 0.77428 -1.13469 -0.1 0.8 0.1 0.455
H 0.16039 0.61852 -2.36457 0.2 0.4 0.2 0.442
H -0.66081 -0.63237 -1.72895 0.1 -0.3 -0.6 0.478
H -0.86439 -2.67787 -3.26430 -0.1 -0.1 0.0 0.502
H -2.24250 -2.21940 -2.72473 0.1 -0.1 -0.1 0.500
O -1.29343 -2.17777 -2.56187 0.1 0.3 0.2 -0.972
H -2.95012 1.59096 0.01079 -1.2 0.7 0.4 0.498
H -4.08618 1.25961 -1.16946 -0.6 0.7 0.7 0.516
O -3.22220 1.15768 -0.78989 2.1 -1.4 -0.9 -1.006
```
Forces are in eV/Å.

The following is a quantum chemistry calculation of a 2-piece molecular cluster, C4H14NO2 overall, from OMol25.

Calculated values
- max |F| (eV/Å) = 0.99
- E_HOMO (eV) = -15.1
- net charge = +1
- Kohn-Sham gap (Ha) = 0.4506
- relative energy (zero: lowest compared OMol25 entry of this formula, charge and spin) (kJ/mol) = 84.42

```
21
Properties=species:S:1:pos:R:3:forces:R:3:nbo_charge:R:1
O -0.17523 -1.81101 -1.40387 -0.1 0.0 0.1 -0.727
C -1.29385 -0.95401 -1.23943 -0.2 -0.1 -0.6 -0.094
C -1.07632 -0.04389 -0.03956 -0.4 0.2 -0.2 -0.065
N 0.33099 0.45251 -0.14716 0.9 0.4 -0.3 -0.508
C 0.89900 1.08732 1.05786 -0.4 -0.2 0.9 -0.415
C -2.07091 1.11733 -0.01376 0.8 -0.4 -0.4 -0.630
H -0.31566 -2.66462 -0.97910 -0.1 0.0 0.0 0.498
H -2.26148 -1.46087 -1.17357 0.2 -0.2 0.3 0.214
H -1.39215 -0.38141 -2.17121 0.3 0.2 0.2 0.196
H -1.08253 -0.64219 0.87637 -0.1 0.1 0.0 0.221
H 0.90423 -0.36138 -0.42611 0.0 0.0 0.1 0.475
H 0.46974 1.14841 -0.88646 -0.6 -0.3 -0.3 0.427
H 1.87983 1.47623 0.83884 0.3 -0.1 0.0 0.232
H 0.91561 0.34793 1.85212 0.3 -0.1 0.0 0.240
H 0.26948 1.90171 1.39226 -0.2 0.2 -0.2 0.228
H -1.98191 1.68502 0.90127 -0.3 0.1 0.2 0.234
H -1.84648 1.76466 -0.86686 -0.2 0.1 0.1 0.218
H -3.07532 0.73199 -0.15292 -0.1 0.0 0.2 0.254
H 3.86407 -1.84821 1.11724 0.2 0.0 0.0 0.494
H 3.76754 -0.35895 0.70908 0.2 -0.4 0.1 0.475
O 3.27134 -1.18656 0.75498 -0.5 0.5 -0.2 -0.967
```
Forces are in eV/Å.

Q: Which of these has the lowest relative energy (zero: lowest compared OMol25 entry of this formula, charge and spin)?
A: C4H14NO

Copy entry 1 word for word.
The following is a quantum chemistry calculation of a 2-piece molecular cluster, C4H14NO overall in a non-equilibrium geometry, from OMol25.

Calculated values
- max |F| (eV/Å) = 1.44
- E_HOMO (eV) = -16.3
- net charge = +1
- Kohn-Sham gap (Ha) = 0.4900
- relative energy (zero: lowest compared OMol25 entry of this formula, charge and spin) (kJ/mol) = 33.97

```
20
Properties=species:S:1:pos:R:3:forces:R:3:nbo_charge:R:1
C -1.76343 1.26759 0.26691 0.4 -0.1 -0.9 -0.629
C -0.24232 1.11077 0.11807 -0.4 0.3 0.6 -0.041
N 0.17240 0.01642 -0.85075 0.2 -0.9 -1.0 -0.532
C -0.85784 -0.98907 -1.32470 -0.2 1.4 0.2 -0.410
C 0.38946 0.82314 1.48202 0.4 0.2 -0.8 -0.624
H -2.19172 0.56297 0.95824 -0.1 -0.3 0.3 0.225
H -1.96061 2.27243 0.61938 -0.1 0.1 0.1 0.252
H -2.26470 1.14263 -0.69736 -0.1 0.3 0.2 0.219
H 0.13366 2.04363 -0.30464 0.2 -0.2 0.0 0.222
H 0.93345 -0.56528 -0.45098 -0.1 0.1 0.2 0.474
H 0.58686 0.40159 -1.70505 -0.2 0.3 0.3 0.428
H -1.23521 -1.49662 -0.45665 0.0 -0.6 0.1 0.232
H -0.40853 -1.60101 -2.08793 0.2 -0.5 0.1 0.237
H -1.67238 -0.43227 -1.77603 0.0 -0.1 -0.1 0.227
H -0.01840 -0.11260 1.86162 -0.1 0.2 0.4 0.223
H 1.47684 0.72935 1.41136 0.0 0.0 -0.1 0.209
H 0.22060 1.68146 2.12704 -0.3 -0.2 0.3 0.253
H 2.51483 -1.41903 1.03061 -0.3 -0.2 -0.4 0.499
H 2.24429 -2.70927 0.24437 -0.1 0.0 -0.1 0.510
O 1.96590 -1.78824 0.31517 0.4 0.2 0.5 -0.974
```
Forces are in eV/Å.